Molecular formula: C9H14N2PPdS
Method: DFT, ωB97M-V with the def2-TZVPD basis set

## Properties
- Net charge: +1
- Largest force on an atom: 2.9 eV/Å
- HOMO (spin up / spin down): -8.0 / -10.3 eV
- Energy above the lowest of the compared OMol25 structures with the same formula, charge and spin: 27.2 kcal per mole
- E_tot: -36131.12614 eV
- ⟨S²⟩: 6.0307
- Multiplicity: 5

XYZ file:
```
28
Properties=species:S:1:pos:R:3:forces:R:3
C -0.808 1.061 -2.425 0.96 1.45 0.13
C 0.092 0.217 -3.186 2.39 0.50 0.21
C 1.370 0.858 -3.195 -1.77 -1.79 -1.40
C 1.207 2.203 -2.740 -1.62 0.18 1.74
C -0.092 2.293 -2.126 0.22 -0.62 -0.52
Pd -0.838 0.379 1.278 -0.50 1.68 -0.59
P -1.873 -1.627 1.543 -0.43 -1.25 0.06
H -1.843 0.819 -2.141 0.65 0.24 -0.19
H -0.125 -0.739 -3.670 0.03 0.38 0.47
H 2.296 0.440 -3.609 -0.62 0.23 0.08
H -0.473 3.148 -1.561 0.07 -0.43 -0.45
H 1.955 2.992 -2.830 -0.31 -0.24 0.20
H -1.109 -2.806 1.785 -0.36 -0.04 0.03
H -2.700 -2.080 0.461 0.26 0.21 0.64
H -2.773 -1.654 2.666 0.42 -0.11 -0.70
C 3.847 -0.926 2.952 0.54 -0.11 -0.08
N 2.571 -0.760 3.626 -0.46 0.07 0.12
C 2.283 -1.066 4.938 0.08 0.18 -0.47
C 0.971 -0.790 5.142 0.01 0.21 -0.51
N 0.472 -0.338 3.931 -0.04 -0.32 0.47
C 1.450 -0.315 3.001 0.69 -0.66 1.20
S 1.401 0.094 1.368 -0.15 -0.07 -0.56
H 3.726 -1.598 2.092 0.08 0.20 0.27
H 4.212 0.049 2.608 -0.06 -0.27 0.07
H 4.568 -1.360 3.658 -0.29 0.17 -0.25
H 3.038 -1.456 5.595 0.00 0.01 0.11
H 0.392 -0.862 6.045 -0.16 0.01 -0.09
H -0.497 -0.075 3.724 0.35 0.21 0.04
```
Positions in Å, forces in eV/Å.

Mulliken atomic charge list, values in e, 4 entries: C -0.42; C -0.47; C -0.21; C -0.38

***

Molecular formula: C7H8ClN3
Method: DFT, ωB97M-V with the def2-TZVPD basis set

## Properties
- Largest force on an atom: 3.8 eV/Å
- HOMO: -8.6 eV
- Energy above the lowest of the compared OMol25 structures with the same formula, charge and spin: 55.5 kcal per mole
- E_tot: -24377.73462 eV

XYZ file:
```
19
Properties=species:S:1:pos:R:3:forces:R:3
C 2.762 1.064 0.627 0.65 2.20 -1.12
C 1.316 0.902 0.353 -1.52 -2.73 1.61
C 0.316 1.809 -0.043 -1.00 -1.42 -1.04
C -0.862 1.038 -0.290 1.65 2.03 0.47
C -2.148 1.545 -0.622 -0.43 0.14 -0.57
N -3.141 2.048 -0.940 0.61 -0.40 0.33
N -0.563 -0.251 -0.019 -3.01 0.42 -0.57
N -1.731 -1.139 -0.024 1.74 1.11 0.39
C -1.372 -2.324 -0.783 2.63 1.59 1.68
Cl -2.012 -1.573 1.610 -0.36 -0.27 0.83
C 0.705 -0.376 0.425 -0.36 1.52 -0.29
H 2.952 1.441 -0.425 1.40 -0.20 1.25
H 3.048 1.878 1.384 -0.55 -1.19 -1.13
H 3.327 0.142 0.820 -0.46 0.34 -0.11
H 0.442 2.823 -0.367 -0.03 0.34 0.27
H -0.494 -2.771 -0.253 0.16 0.36 -1.42
H -2.053 -3.039 -0.601 -3.04 -2.25 0.01
H -1.350 -1.931 -1.772 0.68 -0.57 -1.02
H 0.858 -1.285 0.922 1.26 -1.02 0.42
```
Positions in Å, forces in eV/Å.

natural (NBO) atomic charge list, values in e, 4 entries: C -0.64; C -0.06; C -0.24; C 0.00